1.
C39H40Cl3FeGe2N3O | the ωB97M-V functional and the def2-TZVPD basis

Its spin multiplicity is 5. As for the HOMO-LUMO gap (spin up / spin down): 5.82 / 5.89 eV. The energy above the lowest of the compared OMol25 structures with the same formula, charge and spin is 0.0 kcal/mol. As for the total charge: +2.

XYZ file:
```
89
C39H40Cl3FeGe2N3O (the ωB97M-V functional and the def2-TZVPD basis)
Ge -1.609 -2.521 2.380
Ge 2.351 2.676 -0.891
Fe 0.599 0.229 -0.841
Cl 2.397 0.376 -2.232
Cl 2.557 3.879 -2.701
Cl 4.425 2.447 -0.207
O -0.579 -1.577 -1.142
N -0.852 1.583 -1.948
N 1.702 -0.191 1.120
N -0.367 1.430 0.663
C -2.888 -0.742 -1.238
C -1.346 3.243 2.485
C 1.441 -3.413 5.035
C -3.667 -3.474 0.589
C -0.242 0.749 -4.180
C -1.964 -0.311 4.145
C -1.288 2.325 0.286
C 2.820 -0.914 1.275
C -1.803 3.253 1.180
C 0.096 -2.999 3.072
C -4.287 -4.430 -0.194
C -1.643 2.329 -1.155
C -4.742 -0.469 4.199
C 3.013 -0.264 3.578
C -2.704 3.072 -1.635
C -1.834 -4.999 0.997
C -0.368 2.338 2.855
C 0.667 -2.938 -2.822
C 2.190 -4.185 2.878
C -2.434 -3.746 1.197
C 0.304 -2.875 4.452
C -2.625 -1.255 3.347
C 3.496 -0.957 2.497
C -4.026 -1.323 3.380
C -4.074 0.463 4.984
C -1.866 -1.704 -1.800
C -3.679 -5.666 -0.388
C -2.458 -5.951 0.209
C 0.224 -2.764 -1.387
C -1.084 1.585 -3.270
C -2.106 2.357 -3.822
C -2.931 3.095 -3.003
C 1.257 0.530 2.174
C 1.059 -3.649 2.290
C -2.687 0.541 4.960
C 3.422 -1.685 0.143
C 1.867 0.501 3.412
C 0.114 1.445 1.909
C 2.377 -4.071 4.251
H 1.589 -3.329 6.103
H -4.142 -2.509 0.716
H -4.164 -6.412 -1.003
H -0.155 -3.211 -3.482
H -4.638 1.125 5.626
H -2.739 -0.591 -0.164
H -1.732 -1.562 -2.874
H 1.083 -2.660 -0.729
H 2.922 -4.705 2.274
H -2.248 2.351 -4.894
H -2.175 1.261 5.585
H -0.821 0.445 -5.050
H -0.881 -0.252 4.131
H -2.866 0.228 -1.723
H -2.192 -2.734 -1.631
H 0.030 2.359 3.857
H -0.434 -2.395 5.082
H 4.406 -1.538 2.569
H 1.486 1.081 4.238
H -0.367 -3.621 -1.049
H -0.897 -5.244 1.480
H -5.821 -0.534 4.235
H 1.401 -3.744 -2.864
H 1.150 -2.038 -3.201
H -4.559 -2.063 2.798
H -2.513 3.998 0.858
H -3.351 3.619 -0.967
H 2.796 -1.714 -0.739
H -3.742 3.680 -3.416
H 3.255 -4.504 4.712
H -1.724 3.961 3.200
H 0.620 1.321 -4.529
H -1.998 -6.919 0.067
H -5.243 -4.218 -0.653
H 0.920 -3.747 1.220
H 4.358 -1.209 -0.156
H 3.656 -2.700 0.465
H 0.141 -0.135 -3.679
H -3.885 -1.157 -1.385
H 3.523 -0.291 4.532
```

Atom charges from the Löwdin analysis, given in e for atoms 1 to 5: 1.313, 0.083, 0.458, 0.153, -0.003

***

2.
C6H7B | the ωB97M-V functional and the def2-TZVPD basis

Its spin multiplicity is 1. Its SMILES is C#CCB(C)C#C. As for the HOMO-LUMO gap: 9.80 eV. The energy above the lowest of the compared OMol25 structures with the same formula, charge and spin is 16.6 kcal/mol.

XYZ file:
```
14
C6H7B (the ωB97M-V functional and the def2-TZVPD basis)
C 2.002 -0.641 0.325
C -0.068 2.480 0.629
C -2.849 -0.087 -0.102
C 0.138 1.394 0.114
C -1.821 -0.664 -0.376
C -0.444 -1.078 -0.621
B 0.584 -0.041 -0.137
H 2.826 0.113 0.269
H -0.204 3.501 1.046
H -3.658 0.659 -0.132
H -0.079 -2.149 -0.289
H 2.187 -1.488 -0.321
H -0.539 -0.966 -1.730
H 1.925 -1.031 1.325
```

Atom charges from the Löwdin analysis, given in e for atoms 1 to 5: -0.033, 0.121, 0.090, -0.017, -0.199

***

3.
C13H22N3O3S | the ωB97M-V functional and the def2-TZVPD basis

Its spin multiplicity is 1. As for the HOMO-LUMO gap: 5.20 eV. As for the total charge: -1.

XYZ file:
```
42
C13H22N3O3S (the ωB97M-V functional and the def2-TZVPD basis)
S -2.077 0.183 -1.227
O -3.677 3.447 -2.190
O 3.470 -1.561 0.891
O 5.122 -0.214 6.655
N -2.633 1.247 -2.409
N 1.855 -2.435 -0.453
N 5.343 -0.464 4.404
C 1.426 -3.526 -1.304
C 5.219 -0.916 5.662
C -4.797 2.749 -2.557
C 5.456 -1.360 3.263
C 3.044 -2.444 0.161
C 5.364 0.970 4.177
C -6.764 1.579 -1.899
C -5.083 2.520 -3.881
C 0.957 -1.298 -0.270
C -6.204 1.797 -4.214
C -5.621 2.284 -1.567
C -7.034 1.348 -3.219
C -2.453 2.590 -2.024
H -3.151 -0.647 -1.016
H -4.362 2.908 -4.592
H 5.426 -2.397 3.593
H 0.041 -1.448 -0.835
H 4.636 -1.185 2.564
H 2.192 -4.299 -1.347
H 1.447 -0.387 -0.611
H -1.713 3.052 -2.704
H -6.398 1.601 -5.264
H 3.633 -3.353 -0.054
H -2.120 2.726 -0.981
H 5.214 -2.018 5.725
H 4.438 1.414 4.545
H 1.239 -3.152 -2.312
H -5.392 2.441 -0.520
H 6.199 1.416 4.720
H 5.467 1.174 3.114
H -7.427 1.198 -1.128
H -7.911 0.784 -3.532
H 6.405 -1.174 2.753
H 0.506 -3.959 -0.907
H 0.719 -1.188 0.788
```

Atom charges from the Löwdin analysis, given in e for atoms 1 to 5: 0.548, -0.114, -0.017, -0.007, -0.546

***

4.
C43H73Br22INO5P | the ωB97M-V functional and the def2-TZVPD basis

Its spin multiplicity is 1. Its SMILES is CC[C@@H](I)c1c(CCCOC)c(CCC(=O)O)c(P(C)CC)c2c1C(=O)NC2=O.BrCCBr.BrCCBr.BrCCBr.BrCCBr.BrCCBr.BrCCBr.BrCCBr.BrCCBr.BrCCBr.BrCCBr.BrCCBr. As for the HOMO-LUMO gap: 7.78 eV.

XYZ file:
```
146
C43H73Br22INO5P (the ωB97M-V functional and the def2-TZVPD basis)
I 1.263 3.073 3.940
Br 3.812 -3.266 5.780
Br 6.673 2.013 -0.582
Br 0.071 -7.666 5.606
Br -1.160 -4.620 -4.899
Br -4.289 -3.287 -6.306
Br -5.997 8.229 -3.831
Br 3.163 1.352 -1.635
Br -0.320 1.868 -4.890
Br -2.912 5.687 -1.561
Br -0.108 -8.119 1.061
Br -1.885 8.864 -0.001
Br 6.625 3.924 -5.274
Br -2.314 4.443 6.475
Br 0.705 -10.309 -3.676
Br 9.883 4.260 -3.581
Br -0.097 -4.107 6.516
Br 1.956 -7.130 -5.095
Br 2.458 -10.721 0.568
Br -4.762 5.345 -5.833
Br -3.550 0.446 -5.953
Br -1.238 7.961 6.214
Br 3.701 -4.526 9.247
P -2.111 -2.561 0.404
O -1.639 4.265 2.740
O -4.067 3.224 -0.736
O -3.024 2.302 -2.491
O 2.008 -0.984 4.761
O -0.956 -3.764 2.944
N 1.043 -2.789 3.669
C 9.037 2.686 -4.347
C -1.517 -5.306 5.940
C 1.977 1.359 2.861
C 5.695 2.622 -2.151
C -3.883 -1.956 0.301
C -6.780 6.468 -4.085
C -3.016 4.520 2.585
C -1.643 0.509 -0.682
C 1.597 -8.373 1.968
C -0.152 -2.867 2.922
C 1.363 -1.412 3.834
C 2.661 -8.836 1.011
C -1.155 7.949 -1.555
C -1.457 -2.891 -1.319
C -5.713 5.409 -4.137
C 3.130 1.672 1.873
C 8.311 3.015 -5.625
C -0.226 -1.562 2.119
C -0.609 5.259 6.927
C -2.472 -3.188 -6.996
C -1.051 3.210 0.633
C 4.263 2.952 -1.831
C 1.461 -8.755 -2.785
C -1.721 -4.469 -6.756
C -0.939 4.470 1.522
C -1.683 2.616 -6.067
C 4.400 -4.974 6.504
C 0.095 0.948 1.106
C -2.241 7.318 -2.386
C -3.067 2.296 -5.578
C -1.000 -1.224 1.049
C -3.439 2.290 -1.189
C -1.336 -6.681 6.523
C 0.692 -0.709 2.679
C 0.888 0.552 2.185
C 0.262 2.357 0.521
C 3.459 -5.477 7.565
C 3.943 0.361 1.758
C -0.792 6.617 7.549
C -3.091 1.026 -0.404
C 1.013 -7.470 -3.427
C -4.467 -2.028 -1.124
C -0.837 0.076 0.533
H -1.697 -0.282 -1.430
H 4.326 0.060 2.734
H 4.151 3.522 -0.913
H -3.846 0.308 -0.721
H 1.043 2.915 1.026
H 9.849 1.988 -4.541
H -1.111 1.322 -1.177
H 4.737 0.467 1.023
H -1.405 5.309 0.991
H 2.414 -5.367 7.290
H -2.238 -7.274 6.385
H 1.850 -7.398 2.379
H 3.665 -6.520 7.796
H -1.804 2.577 1.085
H -1.513 -5.296 4.853
H -1.304 3.530 -0.378
H 2.539 -8.882 -2.793
H -0.023 5.288 6.013
H 2.762 1.884 0.867
H 3.646 -8.755 1.466
H -6.154 4.420 -4.034
H 8.385 2.275 -3.581
H -4.447 -2.674 0.900
H -1.514 3.691 -6.053
H -3.097 7.969 -2.535
H -3.784 -1.530 -1.820
H 5.414 -4.833 6.866
H 1.097 -8.812 -1.759
H -3.245 5.591 2.628
H -2.003 -2.328 -6.527
H -3.252 1.247 0.647
H -2.439 -4.856 6.301
H -7.407 6.304 -3.212
H 1.253 -6.622 -2.788
H -3.435 4.060 1.683
H -3.181 2.438 -4.507
H 5.793 1.846 -2.903
H -0.434 7.227 -1.184
H -3.542 4.059 3.424
H -7.403 6.520 -4.972
H -0.144 4.575 7.633
H 3.297 -0.430 1.363
H -0.047 -7.458 -3.660
H 3.794 2.451 2.247
H 2.652 -8.288 0.074
H -0.636 8.718 -2.124
H 2.423 0.718 3.611
H 0.138 6.958 7.999
H 8.039 2.104 -6.154
H 4.412 -5.657 5.656
H -3.808 2.903 -6.094
H -1.582 6.637 8.293
H -1.072 -6.665 7.576
H 0.571 2.238 -0.520
H -0.697 -3.660 -1.171
H -2.214 -3.325 -1.968
H -2.581 -3.002 -8.063
H 0.748 -3.060 4.624
H -1.849 7.010 -3.354
H -2.306 -5.355 -6.982
H -4.956 5.549 -3.371
H 6.223 3.513 -2.482
H -2.923 1.391 -2.798
H 3.812 3.500 -2.656
H -5.432 -1.529 -1.220
H -1.485 2.231 -7.062
H 1.422 -9.073 2.779
H -4.537 -3.068 -1.439
H 0.092 4.749 1.725
H 8.882 3.659 -6.286
H -4.028 -0.991 0.780
H -0.950 -2.028 -1.753
H -0.799 -4.487 -7.335
```

Atom charges from the Löwdin analysis, given in e for atoms 1 to 5: 1.021, 0.681, 0.649, 0.619, 0.626